DFT (ωB97M-V/def2-TZVPD) results for a 25-piece molecular cluster, C44H78Br2Cl48N2O4 overall in a non-equilibrium geometry.

Each line ends with the Mulliken charge.
CARTESIAN COORDINATES (ANGSTROEM)
1 Br -4.1432 1.7444 0.2028  0.03
2 Br -4.9598 2.2768 3.9895  -0.08
3 Cl 3.2213 -9.4153 -0.5008  -0.09
4 Cl 0.6821 6.3230 -6.2822  -0.18
5 Cl 4.0244 -0.7089 -6.0947  -0.07
6 Cl 1.6663 -6.3441 -2.6597  -0.06
7 Cl -5.3902 6.2811 4.9656  -0.17
8 Cl -5.5284 5.2812 2.2307  0.18
9 Cl 4.2652 2.6714 0.7557  -0.16
10 Cl 1.1262 -1.0224 -6.1279  -0.14
11 Cl -4.0778 -10.1094 -2.4610  -0.11
12 Cl 0.3525 -9.5814 -2.4648  -0.05
13 Cl -3.9396 -9.1095 0.2739  -0.17
14 Cl -2.7807 11.2285 2.3723  -0.17
15 Cl -6.2198 8.2312 -0.3363  -0.10
16 Cl 9.1283 11.3910 -2.7800  -0.16
17 Cl -1.0736 -7.2498 -1.4505  -0.06
18 Cl -8.0759 0.3820 1.8273  -0.16
19 Cl -1.2947 1.4480 9.2385  -0.18
20 Cl 7.3483 3.9387 -2.7132  -0.07
21 Cl -4.4498 3.5801 -2.4559  -0.17
22 Cl -6.9933 3.0014 1.1450  -0.01
23 Cl -0.9605 4.9450 -4.3068  -0.12
24 Cl 7.4857 10.0130 -0.8047  -0.15
25 Cl 0.8032 -5.8936 4.6666  -0.12
26 Cl 6.7434 -6.9511 -4.5646  -0.14
27 Cl 4.4414 -9.7889 -3.1219  -0.11
28 Cl 2.0233 -6.2673 2.0454  -0.09
29 Cl 6.9441 3.1642 -7.7554  -0.17
30 Cl 2.0824 -4.8076 -5.1021  -0.14
31 Cl -3.7314 8.5705 3.1006  -0.04
32 Cl 7.4003 -3.5193 -5.6518  -0.12
33 Cl -1.0762 -12.3161 -4.3906  -0.11
34 Cl -1.3565 -2.7976 -2.7697  -0.20
35 Cl 7.9493 0.9618 -6.1311  -0.17
36 Cl 5.9129 -5.1997 -2.3872  -0.11
37 Cl -9.4277 4.8588 2.2353  -0.06
38 Cl 5.2159 5.3293 0.0274  -0.15
39 Cl -6.8965 5.1631 -2.5392  -0.18
40 Cl 1.8220 -12.0027 -4.3574  -0.09
41 Cl 3.9583 -1.1771 9.7015  -0.17
42 Cl -3.3072 -4.7018 -0.3208  -0.05
43 Cl 5.0178 -3.3802 -7.3261  -0.10
44 Cl 1.5417 -2.4842 -2.7364  -0.10
45 Cl -5.3779 -5.5108 1.5651  -0.18
46 Cl -6.9296 9.3138 2.2758  -0.16
47 Cl -10.1375 5.9415 4.8473  -0.14
48 Cl 8.2990 6.5966 -3.4414  -0.15
49 Cl 1.7294 -2.1391 8.0874  -0.16
50 Cl -2.2454 -1.2099 9.9667  -0.18
51 O 4.3751 -1.6213 3.2015  -0.58
52 O 2.0806 2.4488 -3.3490  -0.18
53 O 2.2350 -0.3950 3.4705  -0.22
54 O 4.2852 3.3513 -3.6510  -0.50
55 N -0.9792 -2.1821 2.4546  -0.79
56 N -1.6477 0.7453 5.2176  -0.53
57 C -3.7812 -5.8842 0.9048  0.48
58 C 3.0504 -1.6194 3.4689  0.49
59 C -4.9384 -9.2505 -1.1778  -0.25
60 C -4.5578 -0.7669 3.7611  -0.81
61 C -4.5615 0.6611 2.8840  0.56
62 C -1.4823 -0.2284 8.7100  0.57
63 C 7.0256 -6.4801 -2.8843  -0.37
64 C -1.5344 4.3117 4.4876  0.28
65 C 6.7439 -3.0156 -7.2140  -0.19
66 C -0.9843 3.9871 2.9398  -0.68
67 C 1.6124 0.8578 -1.3115  -0.03
68 C -5.5139 4.6673 -1.5554  0.98
69 C -1.2056 -8.7513 -2.3742  -0.26
70 C -7.4372 9.1123 0.5945  -0.36
71 C -1.9244 1.4198 2.3399  2.19
72 C -10.6451 5.7399 3.1660  -0.39
73 C 0.8265 1.2056 2.0391  -0.71
74 C 0.2007 -3.6249 -2.8955  -0.15
75 C 8.8366 9.8658 -1.9353  0.17
76 C 1.5000 1.1355 -2.9575  -0.11
77 C -8.4490 2.0017 1.2253  -0.54
78 C 8.1114 4.9202 -3.9699  -0.34
79 C -6.3890 6.1401 3.5139  0.42
80 C 6.5709 2.0180 -6.4623  0.52
81 C -0.6173 -0.9660 2.0993  -0.37
82 C -1.4392 5.9433 4.8153  -0.74
83 C 2.3418 -3.0810 3.8649  -0.32
84 C 2.6834 -1.8497 -6.2538  -0.21
85 C -3.3365 0.7813 1.8149  -0.96
86 C 3.5368 2.2483 -3.4779  0.23
87 C 2.0498 0.1228 2.0735  0.11
88 C -0.8279 0.5810 -0.0341  -0.70
89 C 2.5825 -0.7141 8.6928  -0.17
90 C 2.7595 -6.0228 -4.0113  0.27
91 C 0.3905 4.7978 -5.4374  0.12
92 C -0.6416 0.6311 1.5906  1.01
93 C 4.0025 -10.5633 -1.5947  -0.35
94 C 5.0283 3.6529 -0.5011  0.24
95 C 0.4810 -13.1434 -4.5165  -0.37
96 C 1.5844 -7.0417 3.5727  -0.38
97 C -1.6996 0.9923 3.9443  -0.99
98 C -2.9683 9.5520 1.8439  -0.22
99 C 0.3656 -0.1511 -0.8804  -0.24
100 C -1.9648 3.0196 2.0735  -0.07
101 H 6.8764 -7.3507 -2.2410  0.31
102 H 1.8916 -0.1119 9.2880  0.22
103 H -6.6468 7.1415 3.1609  -0.39
104 H 4.4045 3.6302 -1.3979  -0.19
105 H -1.6834 3.1881 0.9253  0.31
106 H -9.1685 2.4744 1.8984  0.30
107 H -0.7213 6.5000 4.0471  0.25
108 H -1.5436 -8.5176 -3.3868  0.34
109 H -2.4965 6.4746 4.6833  0.01
110 H 6.8884 -1.9387 -7.3300  0.12
111 H 0.5526 -13.8897 -3.7216  0.25
112 H -7.5830 10.0981 0.1463  0.36
113 H -0.8990 1.6951 -0.4553  0.08
114 H -0.1296 -0.4718 -1.9198  0.12
115 H 2.6752 0.3953 -1.1265  0.18
116 H 3.7121 -5.6580 -3.6194  -0.32
117 H 9.0970 4.5058 -4.1955  0.36
118 H 6.0140 3.2384 -0.7266  0.20
119 H -1.9302 -9.4071 -1.8855  0.01
120 H -4.9306 -0.4622 4.8356  0.27
121 H -2.1062 -0.2511 7.8132  0.10
122 H 4.9072 -10.9491 -1.1186  0.33
123 H 0.1569 4.0233 -6.1721  0.25
124 H 0.8949 -7.8647 3.3691  0.29
125 H -2.6756 4.0543 4.4934  -0.21
126 H 3.0478 0.7438 1.8629  -0.35
127 H 7.4875 4.8975 -4.8667  0.16
128 H -5.8497 -9.8006 -0.9306  0.34
129 H 1.1966 -3.1141 3.6245  0.10
130 H 2.9447 -0.1290 7.8439  0.25
131 H 2.9199 -6.9499 -4.5671  0.35
132 H 6.3225 2.5738 -5.5549  -0.16
133 H -10.7909 6.7257 2.7178  0.28
134 H 0.8436 1.6981 3.1272  0.40
135 H -1.9827 9.1376 1.6183  0.31
136 H 0.2650 -4.1160 -3.8696  0.30
137 H -0.4967 -0.6429 8.4844  -0.31
138 H -1.0593 5.0584 2.4099  0.37
139 H 5.7181 1.4055 -6.7651  -0.02
140 H 8.6031 9.0913 -2.6699  -0.12
141 H -3.0486 -5.8693 1.7155  0.30
142 H 0.3338 1.2342 -3.1934  0.31
143 H 2.4353 -3.2953 5.0340  0.23
144 H -5.3285 -1.5380 3.3166  0.29
145 H -0.9724 6.1564 5.8846  0.28
146 H 4.0818 1.2091 -3.4763  0.28
147 H 7.2721 -3.5466 -8.0096  0.32
148 H 1.2901 4.5208 -4.8826  -0.11
149 H -11.5841 5.1814 3.1424  0.30
150 H -4.9492 5.5556 -1.2622  0.10
151 H 2.7477 -2.3407 -7.2279  0.50
152 H -5.8784 4.1508 -0.6641  -0.77
153 H 0.2723 -4.3712 -2.1006  0.08
154 H -0.9086 3.7343 5.3061  0.29
155 H -8.3762 8.5537 0.5709  0.23
156 H -1.8326 0.0454 -0.3949  0.31
157 H -5.1962 -8.2491 -1.5308  0.24
158 H 3.3131 -11.3864 -1.7983  0.22
159 H -3.8077 -6.8773 0.4497  -0.54
160 H 0.5453 -13.6345 -5.4906  0.32
161 H 0.7418 -1.1776 -0.4158  0.34
162 H 2.4891 -7.4275 4.0488  0.31
163 H -3.5922 9.5294 0.9470  0.14
164 H -3.0402 3.5283 2.1861  -0.21
165 H 1.8810 0.2355 -3.6003  -0.16
166 H -8.8793 1.9188 0.2244  0.36
167 H 0.1539 3.7381 2.9278  0.05
168 H 1.4893 1.9432 -0.8301  0.12
169 H -3.4760 -1.2202 3.8659  0.18
170 H 2.8517 -3.9751 3.3050  0.12
171 H -7.3003 5.5900 3.7611  0.03
172 H -3.1989 -0.3260 1.3845  0.55
173 H 2.0249 -0.7215 1.2744  0.23
174 H 2.7550 -2.5960 -5.4589  -0.08
175 H -5.5385 0.5308 2.2034  -0.16
176 H 1.1696 2.0930 1.3173  0.24
177 H 9.7363 9.5888 -1.3804  0.28
178 H 8.0519 -6.1185 -2.7837  0.31

Atoms 1-6, force components in eV/Å:
1.259 -0.741 0.961
0.513 -1.113 -0.513
0.120 -0.069 0.093
0.066 -0.047 -0.064
-0.015 0.396 0.227
0.528 -0.313 -0.208

Calculated values
- Highest occupied orbital energy: -0.3556 Eh
- Lowest unoccupied orbital energy: 0.0501 eV
- Kohn-Sham gap: 9.7 eV
- Energy: -799211.53525 eV